1.
{"formula": "C4H11N2", "method": "the ωB97M-V functional and the def2-TZVPD basis", "e_homo_ev": -13.06, "total_energy_ev": -7296.9100, "relative_energy_kcal_mol": 93.1, "lumo_energy_ev": -3.54, "smiles": "C[NH2+]C[C@@H]1CN1", "charge": 1, "gap_ha": 0.3500, "spin_multiplicity": 1, "elements": ["C", "C", "C", "C", "N", "N", "H", "H", "H", "H", "H", "H", "H", "H", "H", "H", "H"], "coordinates": [[-2.524, 0.781, 0.054], [-1.476, -0.066, -0.501], [2.338, -0.227, -0.024], [-0.113, -0.440, 0.206], [-2.720, -0.676, 0.049], [0.987, 0.290, -0.378], [-2.361, 1.137, 1.138], [-3.428, 1.275, -0.423], [-1.544, -0.224, -1.627], [2.579, -1.344, -0.290], [3.333, 0.359, -0.383], [2.423, -0.180, 1.081], [-0.044, -1.525, -0.221], [-0.222, -0.442, 1.369], [-2.882, -1.163, 0.938], [1.100, 1.283, -0.138], [0.852, 0.195, -1.371]], "mulliken_charge": [-0.513, 0.075, -0.828, -0.564, -0.564, -0.087, 0.232, 0.253, 0.305, 0.329, 0.318, 0.374, 0.286, 0.386, 0.257, 0.366, 0.372]}

=====

2.
{"formula": "C16H15BCl3MoN10O6", "method": "the ωB97M-V functional and the def2-TZVPD basis", "e_homo_ev": [-14.41, -14.41], "total_energy_ev": -84100.8149, "s_squared": 3.7864, "relative_energy_kcal_mol": 0.0, "lumo_energy_ev": [-8.35, -8.09], "charge": 2, "gap_ha": [0.2227, 0.2325], "spin_multiplicity": 4, "elements": ["Mo", "C", "C", "N", "N", "C", "B", "N", "C", "C", "C", "N", "N", "C", "C", "C", "N", "N", "C", "C", "C", "N", "H", "H", "H", "H", "H", "H", "H", "H", "H", "H", "H", "H", "C", "C", "O", "H", "H", "H", "Cl", "C", "Cl", "Cl", "C", "N", "O", "N", "O", "O", "O", "O"], "coordinates": [[1.047, 0.633, 0.436], [-0.492, -0.936, 4.092], [0.228, 0.022, 3.403], [0.258, -0.294, 2.097], [-0.430, -1.452, 1.936], [-0.894, -1.846, 3.126], [-0.669, -2.065, 0.519], [0.739, -2.259, -0.150], [1.243, -3.304, -0.805], [2.479, -2.953, -1.344], [2.661, -1.636, -0.988], [1.603, -1.213, -0.262], [-1.399, -0.971, -0.332], [-2.528, -0.953, -1.037], [-2.684, 0.307, -1.620], [-1.583, 1.023, -1.222], [-0.792, 0.254, -0.435], [-1.372, -3.369, 0.632], [-0.911, -4.495, 1.264], [-1.886, -5.444, 1.187], [-2.936, -4.813, 0.483], [-2.627, -3.576, 0.156], [-0.695, -0.971, 5.147], [0.727, 0.905, 3.768], [-1.490, -2.741, 3.213], [0.697, -4.231, -0.862], [3.143, -3.579, -1.912], [3.481, -0.970, -1.201], [-3.143, -1.837, -1.069], [-3.497, 0.633, -2.243], [-1.299, 2.040, -1.444], [0.066, -4.527, 1.722], [-1.857, -6.447, 1.574], [-3.896, -5.217, 0.208], [1.395, 4.512, -4.543], [1.188, 3.962, -3.185], [0.322, 4.060, -2.391], [0.606, 5.228, -4.755], [1.365, 3.694, -5.264], [2.375, 4.983, -4.607], [0.392, 6.142, 0.961], [-0.682, 4.947, 1.680], [-2.315, 5.065, 1.033], [-0.667, 5.028, 3.435], [-0.166, 3.619, 1.300], [0.241, 2.593, 1.004], [2.629, 3.332, -0.703], [2.237, 2.653, -1.579], [2.336, 3.099, -2.862], [1.723, 1.524, -1.482], [2.631, 1.095, 1.387], [3.096, 0.746, 2.537]], "mulliken_charge": [0.247, -1.294, -0.231, 0.102, 0.339, 0.026, 0.691, 0.436, 0.075, -1.225, -0.347, -0.010, 0.455, 0.152, -1.445, -0.285, 0.160, 0.343, -0.428, -0.943, -0.282, -0.993, 0.447, 0.547, 0.494, 0.520, 0.460, 0.516, 0.561, 0.462, 0.565, 0.604, 0.483, 0.467, -1.101, 0.764, -0.372, 0.343, 0.348, 0.365, -0.052, 0.905, -0.052, -0.056, -0.319, 0.004, -0.428, 1.055, -0.354, -0.394, -0.066, -0.257]}

=====

3.
{"formula": "C2HN9PtTe4", "method": "the ωB97M-V functional and the def2-TZVPD basis", "e_homo_ev": [-8.50, -8.50], "total_energy_ev": -47918.3535, "lumo_energy_ev": [-3.99, -3.99], "charge": 0, "gap_ha": [0.1656, 0.1657], "spin_multiplicity": 1, "elements": ["Pt", "N", "C", "N", "N", "N", "N", "C", "N", "N", "N", "N", "H", "Te", "Te", "Te", "Te"], "coordinates": [[0.285, 1.020, -0.840], [-0.490, -1.750, 1.442], [-0.850, -1.850, 0.126], [-1.504, -2.859, -0.435], [-1.661, -2.523, -1.718], [-1.135, -1.375, -1.945], [-0.603, -0.915, -0.790], [0.152, -0.646, 1.928], [0.574, -0.467, 3.174], [1.160, 0.732, 3.193], [1.106, 1.272, 2.030], [0.465, 0.422, 1.196], [-0.702, -2.509, 2.066], [1.817, 2.903, 0.040], [2.079, 4.200, -2.299], [0.047, 3.401, -3.960], [-0.742, 0.944, -3.208]], "mulliken_charge": [0.462, -0.084, 0.361, -0.438, -0.526, -0.106, 0.069, 0.361, -0.438, -0.526, -0.106, 0.069, 0.202, 0.282, 0.069, 0.069, 0.282]}

=====

4.
{"formula": "C4H12BrNOSSi", "method": "the ωB97M-V functional and the def2-TZVPD basis", "e_homo_ev": -8.80, "total_energy_ev": -96634.4714, "relative_energy_kcal_mol": 20.2, "lumo_energy_ev": -0.64, "charge": 0, "gap_ha": 0.2998, "spin_multiplicity": 1, "elements": ["C", "C", "C", "C", "N", "O", "Si", "S", "Br", "H", "H", "H", "H", "H", "H", "H", "H", "H", "H", "H", "H"], "coordinates": [[-1.550, 0.259, -1.934], [-1.959, 0.927, 1.252], [-0.761, -1.961, 0.007], [3.103, 1.025, -0.178], [0.604, 0.555, -0.242], [-0.600, -2.169, 1.428], [-1.031, -0.056, -0.222], [1.565, 1.146, 0.738], [2.371, -0.264, 2.524], [-1.599, 1.365, -2.202], [-0.677, -0.074, -2.645], [-2.413, -0.197, -2.371], [-2.882, 1.470, 0.830], [-2.140, 0.192, 2.067], [-1.165, 1.717, 1.691], [0.445, -2.121, 1.586], [-1.577, -2.586, -0.396], [0.231, -2.208, -0.503], [2.788, 1.169, -1.202], [3.814, 1.761, -0.023], [3.434, 0.046, -0.206]], "mulliken_charge": [-0.965, -1.002, -0.408, -1.014, -0.020, -0.509, 0.257, 0.196, -0.332, 0.284, 0.256, 0.392, 0.285, 0.298, 0.259, 0.298, 0.340, 0.237, 0.343, 0.390, 0.414]}